{"formula": "C4H8N3OS2", "method": "ωB97M-V with the def2-TZVPD basis set", "orbital_gap_ev": 8.6, "charge": 1, "smiles": "CC1=C(O)NC(=S)N(S)[NH2+]1", "e_homo_ev": -12.663, "de_lowest_kcal_mol": 42.0, "species": ["C", "C", "C", "O", "N", "C", "S", "N", "S", "N", "H", "H", "H", "H", "H", "H", "H", "H"], "positions_angstrom": [[2.328, 0.479, 0.107], [0.891, 0.117, 0.065], [0.508, -1.120, 0.145], [1.402, -2.122, 0.399], [-0.816, -1.566, 0.128], [-1.834, -0.685, -0.086], [-3.377, -1.139, -0.167], [-1.493, 0.677, 0.065], [-2.547, 1.992, 0.565], [-0.122, 1.136, -0.168], [2.477, 1.453, 0.603], [2.493, 0.750, -0.898], [2.855, -0.434, 0.481], [1.088, -3.003, 0.404], [-0.915, -2.513, -0.184], [-2.888, 2.297, -0.786], [0.041, 2.074, 0.508], [-0.092, 1.606, -1.182]], "atomic_forces_ev_per_a": [[-0.849, 0.448, 0.574], [0.568, 1.257, 0.288], [-0.953, -3.712, 0.988], [0.786, 2.682, -0.347], [1.340, 0.935, -0.698], [-0.914, 0.268, 1.064], [-0.355, -0.019, -0.408], [0.410, 1.186, 0.578], [0.407, -1.046, -2.535], [-0.162, 3.475, -0.358], [0.276, -0.724, 0.662], [1.361, -0.178, -1.470], [0.074, 1.409, -0.392], [-0.956, -1.285, 0.004], [-0.690, -0.257, -0.076], [0.110, -0.069, 1.725], [-0.578, -3.038, -1.789], [0.124, -1.333, 2.190]], "mulliken_charge": [-1.356, 0.201, 0.445, -0.489, -0.167, 0.120, -0.271, -0.244, -0.075, -0.075, 0.353, 0.377, 0.341, 0.333, 0.306, 0.218, 0.571, 0.413]}

***

{"formula": "C41H45N4O2PSSnTe", "method": "ωB97M-V with the def2-TZVPD basis set", "orbital_gap_ev": 7.2, "e_homo_ev": -7.212, "de_lowest_kcal_mol": 2.8, "species": ["Sn", "C", "C", "C", "C", "C", "C", "C", "C", "C", "C", "H", "H", "H", "H", "H", "H", "H", "H", "H", "H", "H", "H", "H", "H", "H", "O", "N", "N", "O", "C", "C", "C", "C", "C", "C", "H", "H", "H", "H", "H", "C", "P", "C", "C", "C", "C", "C", "C", "C", "C", "C", "C", "C", "C", "H", "H", "H", "H", "H", "H", "H", "H", "H", "H", "H", "H", "H", "S", "C", "N", "C", "C", "C", "N", "H", "H", "H", "H", "C", "Te", "C", "C", "C", "C", "C", "C", "C", "H", "H", "H", "H", "H", "H", "H", "H"], "positions_angstrom": [[0.076, 1.499, -0.806], [-0.594, 3.526, 1.141], [0.360, 4.110, 0.280], [-0.145, 4.070, -1.037], [-1.437, 3.452, -0.994], [-1.708, 3.134, 0.373], [-3.002, 2.627, 0.932], [-2.427, 3.483, -2.122], [0.435, 4.756, -2.240], [1.665, 4.738, 0.663], [-0.527, 3.397, 2.633], [-3.593, 3.452, 1.342], [-2.821, 1.916, 1.741], [-3.600, 2.130, 0.166], [-2.911, 4.463, -2.177], [-3.202, 2.727, -1.994], [-1.928, 3.303, -3.077], [-0.193, 5.602, -2.532], [0.502, 4.077, -3.093], [1.435, 5.129, -2.024], [1.642, 5.819, 0.503], [2.480, 4.333, 0.057], [1.904, 4.556, 1.710], [-1.268, 4.046, 3.108], [0.457, 3.667, 3.016], [-0.737, 2.370, 2.949], [0.254, 1.305, -3.133], [-0.441, 0.433, -3.744], [-1.187, -0.295, -3.020], [-1.266, -0.199, -1.714], [-2.004, -1.274, -3.662], [-2.779, -2.106, -2.868], [-3.602, -3.053, -3.458], [-3.659, -3.163, -4.838], [-2.876, -2.331, -5.627], [-2.045, -1.388, -5.050], [-2.738, -1.976, -1.795], [-4.206, -3.703, -2.839], [-4.319, -3.887, -5.299], [-2.918, -2.416, -6.705], [-1.433, -0.737, -5.653], [5.017, 2.686, -1.093], [3.353, 1.892, -0.897], [3.814, 0.301, -1.683], [3.437, 0.139, -3.015], [3.810, -0.997, -3.716], [4.557, -1.980, -3.088], [4.939, -1.823, -1.764], [4.580, -0.683, -1.063], [3.345, 1.466, 0.881], [2.667, 0.321, 1.311], [2.518, 0.056, 2.664], [3.027, 0.935, 3.610], [3.699, 2.075, 3.193], [3.854, 2.339, 1.840], [5.781, 2.093, -0.590], [5.018, 3.705, -0.705], [5.233, 2.721, -2.160], [2.834, 0.906, -3.487], [3.505, -1.121, -4.748], [4.836, -2.876, -3.628], [5.516, -2.596, -1.271], [4.884, -0.568, -0.030], [2.295, -0.396, 0.584], [2.007, -0.848, 2.976], [2.907, 0.731, 4.666], [4.098, 2.767, 3.925], [4.370, 3.240, 1.531], [1.236, -2.495, -1.597], [0.650, -3.219, -0.239], [-0.594, -3.842, -0.291], [-1.144, -4.475, 0.759], [-0.468, -4.539, 1.935], [0.791, -3.891, 1.963], [1.320, -3.267, 0.948], [-1.070, -3.771, -1.179], [-2.120, -4.922, 0.618], [-0.875, -5.039, 2.799], [1.377, -3.896, 2.878], [-1.236, -1.260, 3.641], [-1.181, -0.666, 1.559], [-3.217, -1.376, 1.596], [-3.307, -2.331, 2.753], [-4.344, -3.254, 2.850], [-4.429, -4.107, 3.940], [-3.479, -4.033, 4.948], [-2.446, -3.113, 4.859], [-2.347, -2.263, 3.762], [-1.430, -0.391, 4.272], [-0.279, -1.680, 3.951], [-3.474, -1.855, 0.652], [-3.896, -0.534, 1.741], [-5.093, -3.292, 2.068], [-5.237, -4.825, 4.002], [-3.544, -4.691, 5.805], [-1.708, -3.051, 5.651]], "atomic_forces_ev_per_a": [[-0.132, 0.443, -0.226], [-0.065, 0.123, 0.067], [-0.023, 0.022, 0.048], [-0.090, -0.038, -0.073], [0.035, -0.067, -0.009], [0.038, -0.071, -0.098], [0.117, -0.005, -0.043], [0.157, -0.143, 0.063], [-0.011, -0.239, 0.068], [-0.067, -0.079, -0.026], [0.064, -0.099, -0.132], [-0.044, -0.016, -0.023], [-0.066, 0.013, 0.001], [-0.034, -0.018, 0.031], [-0.032, -0.018, -0.027], [-0.023, 0.006, -0.051], [-0.061, 0.000, -0.033], [0.046, 0.029, -0.031], [0.022, 0.064, -0.046], [0.018, 0.007, -0.053], [0.025, 0.008, 0.018], [0.051, 0.068, 0.023], [0.032, 0.010, 0.008], [0.028, -0.008, 0.059], [-0.007, -0.015, 0.036], [0.007, 0.020, 0.031], [-0.243, -0.105, 0.378], [0.080, -0.001, -0.331], [0.021, 0.063, 0.234], [0.040, 0.481, 0.064], [-0.241, -0.307, -0.319], [0.081, 0.125, 0.227], [-0.002, -0.003, -0.075], [-0.026, -0.045, -0.028], [-0.026, -0.031, 0.045], [0.111, 0.113, 0.148], [0.007, -0.013, -0.023], [-0.019, 0.030, 0.024], [0.030, -0.022, -0.002], [0.020, 0.021, -0.003], [0.002, 0.012, -0.051], [-0.204, 0.072, 0.207], [0.611, -0.123, -0.178], [-0.142, 0.058, -0.015], [-0.058, 0.006, 0.139], [0.017, -0.022, -0.064], [0.009, -0.044, -0.052], [0.063, 0.014, 0.088], [-0.019, -0.042, -0.105], [-0.129, 0.004, -0.024], [0.078, -0.055, -0.040], [-0.057, -0.023, -0.001], [-0.007, 0.035, 0.024], [-0.017, 0.015, 0.073], [-0.024, -0.044, -0.065], [0.053, 0.043, -0.009], [0.035, 0.012, -0.008], [-0.009, 0.026, -0.003], [-0.047, -0.041, -0.045], [-0.002, 0.008, 0.006], [-0.010, -0.003, 0.004], [0.003, 0.000, -0.011], [-0.013, -0.008, 0.008], [-0.038, -0.010, 0.031], [0.019, -0.019, -0.019], [0.002, 0.001, 0.001], [0.013, -0.007, -0.004], [0.030, 0.009, 0.012], [0.110, 0.149, -0.127], [-0.195, -0.099, -0.285], [0.221, 0.046, 0.191], [-0.017, -0.091, 0.168], [0.032, 0.010, 0.029], [-0.136, -0.041, -0.193], [0.159, -0.003, 0.293], [-0.019, 0.010, -0.034], [-0.008, 0.044, -0.073], [-0.043, 0.020, -0.010], [-0.003, -0.009, 0.006], [0.105, 0.184, -0.026], [-0.330, -0.407, 0.604], [0.054, 0.110, -0.121], [0.024, -0.004, 0.058], [-0.008, 0.003, -0.002], [-0.027, -0.031, -0.038], [0.027, -0.027, 0.039], [0.008, 0.012, 0.007], [-0.109, -0.096, -0.043], [0.021, 0.042, -0.080], [0.025, -0.010, -0.103], [0.053, 0.013, -0.016], [0.057, 0.041, -0.052], [0.004, -0.031, 0.001], [0.000, 0.005, 0.008], [0.006, -0.003, -0.006], [0.015, -0.012, -0.014]], "mulliken_charge": [1.396, 0.722, 0.866, 0.426, 0.635, 0.357, -1.372, -1.747, -1.789, -1.666, -1.469, 0.354, 0.201, 0.338, 0.334, 0.350, 0.348, 0.345, 0.236, 0.443, 0.390, 0.196, 0.346, 0.326, 0.402, -0.025, -0.331, -0.871, 1.164, -0.347, -0.176, 0.043, -0.568, -0.524, -0.498, -0.505, 0.294, 0.399, 0.394, 0.390, 0.469, -1.665, 0.977, 0.520, -0.595, -0.569, -0.512, -0.636, -0.339, 0.761, -0.480, -0.597, -0.652, -0.677, -0.821, 0.425, 0.472, 0.472, 0.274, 0.401, 0.379, 0.406, 0.403, 0.463, 0.482, 0.399, 0.387, 0.332, -0.223, -0.117, 0.122, -0.111, -0.545, -0.157, -0.337, 0.174, 0.395, 0.446, 0.432, -1.369, -0.408, -1.202, 0.615, -0.700, -0.579, -0.650, -0.742, 0.728, 0.672, 0.555, 0.353, 0.624, 0.474, 0.420, 0.404, 0.439]}

***

{"formula": "C43H33Cl2HfN6O3", "method": "ωB97M-V with the def2-TZVPD basis set", "orbital_gap_ev": 6.9, "charge": 1, "e_homo_ev": -9.979, "de_lowest_kcal_mol": 7.5, "species": ["Hf", "Cl", "C", "C", "C", "N", "C", "O", "C", "C", "C", "C", "C", "N", "C", "C", "C", "Cl", "N", "C", "O", "C", "C", "C", "C", "C", "N", "H", "H", "H", "H", "H", "H", "H", "H", "H", "H", "O", "C", "C", "C", "C", "C", "C", "N", "H", "H", "H", "H", "H", "H", "H", "C", "C", "C", "N", "C", "C", "H", "H", "H", "H", "H", "C", "C", "C", "C", "C", "C", "C", "C", "C", "C", "C", "C", "C", "C", "H", "H", "H", "H", "H", "H", "H", "H", "H", "H", "H"], "positions_angstrom": [[0.213, 0.201, -0.026], [6.326, -0.207, 3.259], [5.152, -0.213, 1.991], [3.848, -0.578, 2.301], [2.880, -0.562, 1.310], [1.495, -0.823, 1.474], [1.133, -1.752, 2.385], [1.845, -2.390, 3.141], [-0.356, -1.981, 2.446], [-0.852, -2.839, 3.416], [-2.218, -2.984, 3.549], [-3.042, -2.241, 2.716], [-2.464, -1.423, 1.766], [-1.138, -1.297, 1.600], [3.230, -0.173, 0.009], [4.536, 0.166, -0.309], [5.498, 0.143, 0.693], [7.116, 0.592, 0.293], [2.133, -0.161, -0.867], [2.273, -0.389, -2.201], [3.220, -0.174, -2.922], [1.087, -1.191, -2.695], [1.111, -1.747, -3.959], [0.174, -2.715, -4.273], [-0.718, -3.121, -3.290], [-0.695, -2.484, -2.065], [0.156, -1.495, -1.772], [3.607, -0.872, 3.310], [-0.137, -3.353, 4.042], [-2.635, -3.645, 4.296], [-4.119, -2.290, 2.793], [-3.096, -0.838, 1.116], [4.800, 0.461, -1.312], [1.888, -1.427, -4.639], [0.167, -3.182, -5.248], [-1.414, -3.930, -3.459], [-1.345, -2.817, -1.269], [-1.168, 1.467, 1.518], [-0.615, 1.670, 2.825], [0.797, 2.131, 2.599], [1.529, 2.771, 3.581], [2.799, 3.231, 3.267], [3.266, 3.084, 1.971], [2.467, 2.429, 1.053], [1.271, 1.917, 1.372], [-2.107, 1.261, 1.565], [-0.651, 0.741, 3.402], [-1.181, 2.439, 3.351], [1.105, 2.919, 4.565], [3.402, 3.724, 4.018], [4.232, 3.460, 1.667], [2.773, 2.316, 0.024], [-4.722, 0.884, -2.142], [-3.999, 1.915, -1.572], [-2.813, 1.626, -0.920], [-2.319, 0.381, -0.785], [-3.071, -0.608, -1.292], [-4.249, -0.410, -1.984], [-5.639, 1.077, -2.683], [-4.323, 2.944, -1.639], [-2.213, 2.422, -0.507], [-2.727, -1.612, -1.116], [-4.784, -1.261, -2.380], [-0.357, 6.982, -3.109], [0.372, 6.914, -1.931], [0.480, 5.711, -1.251], [-0.115, 4.551, -1.744], [-0.855, 4.635, -2.926], [-0.977, 5.840, -3.600], [0.016, 3.295, -0.968], [0.110, 2.030, -1.416], [0.213, 1.823, -2.894], [-0.753, 1.141, -3.640], [-0.620, 0.977, -5.012], [0.500, 1.465, -5.668], [1.481, 2.125, -4.938], [1.335, 2.305, -3.573], [-0.447, 7.920, -3.640], [0.853, 7.802, -1.540], [1.044, 5.666, -0.325], [-1.332, 3.750, -3.326], [-1.554, 5.888, -4.514], [0.007, 3.473, 0.103], [-1.634, 0.737, -3.158], [-1.394, 0.461, -5.568], [0.610, 1.337, -6.736], [2.365, 2.502, -5.435], [2.104, 2.823, -3.013]], "atomic_forces_ev_per_a": [[-0.862, -0.392, 0.621], [-0.005, -0.002, 0.004], [0.031, 0.005, 0.022], [-0.038, -0.002, -0.021], [0.014, 0.095, -0.060], [0.108, -0.015, 0.170], [0.005, -0.037, 0.003], [-0.004, 0.008, -0.017], [0.000, 0.006, 0.004], [-0.009, 0.025, -0.027], [0.015, -0.011, 0.020], [-0.006, 0.005, -0.007], [-0.014, -0.018, -0.024], [0.025, -0.075, -0.176], [0.044, 0.024, -0.058], [-0.016, 0.005, 0.110], [-0.006, 0.003, -0.018], [-0.001, 0.002, -0.001], [0.288, 0.339, -0.115], [-0.047, -0.068, -0.017], [0.088, -0.109, 0.055], [0.065, 0.006, -0.040], [-0.004, -0.001, 0.071], [0.017, 0.006, -0.013], [-0.009, -0.004, 0.006], [0.022, -0.037, 0.000], [-0.047, 0.086, -0.007], [-0.004, -0.006, 0.004], [-0.002, -0.001, 0.003], [-0.005, 0.002, -0.003], [0.002, -0.001, -0.002], [-0.003, -0.001, -0.038], [0.001, -0.008, -0.007], [-0.002, -0.016, -0.008], [-0.001, 0.002, -0.001], [0.000, 0.000, 0.001], [0.004, 0.003, 0.028], [0.118, -0.014, -0.024], [0.047, 0.020, 0.027], [0.005, -0.022, 0.031], [-0.045, 0.014, -0.006], [0.029, 0.009, -0.016], [-0.029, -0.022, -0.023], [0.002, 0.065, 0.007], [0.171, -0.047, -0.274], [0.020, -0.095, 0.109], [0.016, -0.019, -0.022], [-0.002, -0.012, 0.007], [0.005, 0.002, 0.000], [-0.001, -0.002, 0.001], [0.001, 0.003, 0.015], [0.001, -0.026, -0.006], [-0.005, -0.030, -0.008], [0.033, 0.027, 0.015], [0.050, -0.025, 0.068], [-0.091, 0.106, -0.113], [0.035, 0.009, 0.028], [-0.023, 0.024, 0.010], [0.004, 0.004, 0.000], [-0.006, -0.006, -0.008], [0.006, 0.016, -0.046], [-0.011, 0.023, -0.042], [-0.002, 0.000, 0.004], [-0.004, -0.004, -0.034], [0.013, 0.016, 0.011], [-0.006, 0.013, 0.021], [-0.061, -0.022, -0.037], [-0.013, 0.017, -0.027], [0.010, 0.012, 0.028], [-0.046, -0.033, -0.159], [0.108, 0.186, -0.085], [0.042, -0.097, 0.011], [-0.012, 0.027, -0.036], [-0.028, 0.022, 0.035], [0.031, 0.023, -0.025], [0.004, -0.004, 0.001], [-0.011, -0.046, -0.011], [0.001, 0.001, 0.004], [0.001, -0.004, 0.004], [-0.004, -0.009, 0.002], [-0.009, 0.052, 0.019], [0.000, 0.001, 0.001], [0.051, 0.015, 0.057], [-0.026, 0.017, 0.025], [0.002, 0.001, -0.003], [-0.008, -0.008, 0.001], [-0.003, 0.003, -0.002], [-0.003, 0.000, 0.003]], "mulliken_charge": [1.282, -0.205, 0.045, -0.881, 0.377, 0.571, 0.488, -0.718, -0.060, -0.773, -0.624, -1.138, -0.278, 0.411, -0.654, -0.803, 0.049, -0.195, 0.650, 0.110, -0.698, 0.575, -0.635, -0.625, -1.270, -0.481, -0.149, 0.612, 0.600, 0.442, 0.505, 0.478, 0.707, 0.623, 0.506, 0.468, 1.027, -0.643, -1.458, 0.780, -0.956, -0.651, -1.347, -0.283, 0.954, 0.475, 0.319, 0.702, 0.562, 0.469, 0.587, 0.620, -0.735, -1.060, -0.080, 0.905, -0.100, -1.259, 0.438, 0.510, 0.480, 0.166, 0.498, -0.476, -0.815, -0.512, -0.154, 0.291, -0.963, 0.126, 1.135, 0.289, 0.716, -0.867, -0.864, -0.948, -0.295, 0.398, 0.410, 0.418, 0.421, 0.423, 0.265, 0.013, 0.465, 0.418, 0.423, 0.449]}

***

Which formula does entry 2 have?
C41H45N4O2PSSnTe